1.
Formula: C21H54N2O7
Source: the OMol25 dataset
Level of theory: the ωB97M-V functional and the def2-TZVPD basis

Bonds (Å) are listed after each position.
Element x y z (Å)
1 C 6.783 9.914 10.213  C2 1.496, H12 1.059, H13 1.146, H14 1.154
2 C 7.224 11.076 9.381  C1 1.496, C3 1.518, N7 1.486, C11 1.566
3 C 6.411 11.118 8.100  C2 1.518, C4 1.545, H15 1.129, H16 1.112
4 C 6.605 12.446 7.334  C3 1.545, C5 1.501, H17 1.159, H18 1.086
5 C 6.055 13.533 8.210  C4 1.501, C6 1.558, H19 1.081, H20 1.091
6 C 6.618 13.547 9.662  C5 1.558, N7 1.448, C9 1.560, C10 1.606
7 N 6.722 12.208 10.203  C2 1.486, C6 1.448, O8 1.446
8 O 7.375 12.288 11.491  N7 1.446, H30 0.996
9 C 7.962 14.331 9.552  C6 1.560, H21 1.106, H22 1.102, H23 1.093
10 C 5.600 14.440 10.526  C6 1.606, H24 1.125, H25 1.077, H26 1.087
11 C 8.782 11.051 9.216  C2 1.566, H27 1.077, H28 1.105, H29 1.060
12 H 7.118 9.922 11.218  C1 1.059
13 H 7.112 8.939 9.709  C1 1.146
14 H 5.636 9.790 10.192  C1 1.154
15 H 6.691 10.221 7.475  C3 1.129
16 H 5.355 11.085 8.445  C3 1.112
17 H 5.895 12.557 6.425  C4 1.159
18 H 7.629 12.531 6.983  C4 1.086
19 H 5.001 13.294 8.164  C5 1.081
20 H 6.170 14.524 7.770  C5 1.091
21 H 8.650 13.778 8.887  C9 1.106
22 H 7.805 15.305 9.062  C9 1.102
23 H 8.298 14.403 10.590  C9 1.093
24 H 5.802 14.429 11.633  C10 1.125
25 H 5.699 15.474 10.241  C10 1.077
26 H 4.594 14.115 10.274  C10 1.087
27 H 9.057 10.058 8.903  C11 1.077
28 H 9.220 11.094 10.230  C11 1.105
29 H 9.091 11.794 8.527  C11 1.060
30 H 8.347 12.348 11.281  O8 0.996
31 C 11.228 5.680 11.023  C32 1.502, H42 1.101, H43 1.098, H44 1.100
32 C 10.018 6.388 11.565  C31 1.502, C33 1.486, N37 1.505, C41 1.567
33 C 8.878 5.444 11.703  C32 1.486, C34 1.490, H45 1.109, H46 1.115
34 C 7.712 5.921 12.497  C33 1.490, C35 1.550, H47 1.127, H48 1.115
35 C 8.285 6.151 13.920  C34 1.550, C36 1.553, H49 1.089, H50 1.070
36 C 9.377 7.255 13.932  C35 1.553, N37 1.503, C39 1.568, C40 1.489
37 N 10.418 6.756 12.968  C32 1.505, C36 1.503, O38 1.420
38 O 11.456 7.721 12.883  N37 1.420, H60 0.956
39 C 8.797 8.672 13.595  C36 1.568, H51 1.053, H52 1.086, H53 1.090
40 C 9.982 7.179 15.290  C36 1.489, H54 1.040, H55 1.064, H56 1.119
41 C 9.649 7.596 10.639  C32 1.567, H57 1.117, H58 1.080, H59 1.034
42 H 11.062 5.370 9.979  C31 1.101
43 H 11.328 4.723 11.550  C31 1.098
44 H 12.188 6.214 11.070  C31 1.100
45 H 8.507 5.128 10.707  C33 1.109
46 H 9.197 4.471 12.145  C33 1.115
47 H 6.855 5.191 12.460  C34 1.127
48 H 7.368 6.910 12.113  C34 1.115
49 H 8.595 5.247 14.440  C35 1.089
50 H 7.446 6.522 14.471  C35 1.070
51 H 9.516 9.440 13.535  C39 1.053
52 H 8.100 8.643 12.763  C39 1.086
53 H 8.272 8.931 14.514  C39 1.090
54 H 10.895 7.671 15.365  C40 1.040
55 H 9.277 7.502 16.019  C40 1.064
56 H 10.159 6.090 15.478  C40 1.119
57 H 9.827 7.367 9.561  C41 1.117
58 H 10.303 8.442 10.795  C41 1.080
59 H 8.687 7.973 10.698  C41 1.034
60 H 12.192 7.383 13.392  O38 0.956
61 O 6.702 14.331 17.576  H62 0.944, H63 1.023
62 H 6.720 14.196 18.510  O61 0.944
63 H 5.946 13.761 17.189  O61 1.023
64 O 6.190 10.372 15.710  H65 1.001, H66 0.965
65 H 6.976 10.207 16.306  O64 1.001
66 H 6.521 10.630 14.840  O64 0.965
67 O 4.799 12.482 17.159  H68 0.994, H69 0.989
68 H 5.214 11.796 16.572  O67 0.994
69 H 4.091 12.906 16.614  O67 0.989
70 O 5.661 11.605 13.275  H71 0.976, H72 0.976
71 H 6.188 12.232 12.743  O70 0.976
72 H 5.039 11.284 12.594  O70 0.976
73 C 8.492 11.532 19.243  C74 1.612, H77 1.137, H78 1.055, H79 1.111
74 C 9.561 12.105 18.181  C73 1.612, C75 1.559, O76 1.409, H80 1.096
75 C 9.451 11.454 16.769  C74 1.559, H81 1.102, H82 1.092, H83 1.070
76 O 9.371 13.499 18.133  C74 1.409, H84 0.994
77 H 8.734 10.467 19.561  C73 1.137
78 H 7.527 11.625 18.827  C73 1.055
79 H 8.596 12.138 20.168  C73 1.111
80 H 10.554 11.922 18.609  C74 1.096
81 H 8.519 11.686 16.229  C75 1.102
82 H 9.697 10.392 16.837  C75 1.092
83 H 10.269 11.779 16.161  C75 1.070
84 H 8.536 13.736 17.649  O76 0.994

The SMILES is CC1(C)CCCC(C)(C)N1O.CC1(C)CCCC(C)(C)N1O.CC(C)O.O.O.O.O. The maximum force comes out at 4.3 eV/A. The charge is 0. The calculation puts the LUMO energy at 0.41 eV. Its total energy is -39962.3648 eV. The energy relative to the best compared isomer or geometry (same formula, charge and spin) is 0.185 eV. Its highest occupied orbital energy is -8.73 eV.

***

2.
Formula: C4H14NO2
Source: the OMol25 dataset
Level of theory: the ωB97M-V functional and the def2-TZVPD basis

Bonds (Å) are listed after each position.
Element x y z (Å)
1 C -1.024 -1.355 0.791  O2 1.425, C3 1.462, H7 1.097, H8 1.097
2 O 0.110 -2.198 0.607  C1 1.425, H9 0.964
3 C -0.725 -0.100 1.479  C1 1.462, C4 1.437, H10 1.089
4 C -1.836 0.754 1.797  C3 1.437, C5 1.585, H11 1.091, H12 1.091
5 C -1.792 2.024 0.849  C4 1.585, H13 1.083, H14 1.085, H15 1.088
6 N 0.815 0.434 -0.910  H16 1.013, H17 1.012, H18 1.002
7 H -1.790 -1.921 1.335  C1 1.097
8 H -1.361 -1.219 -0.244  C1 1.097
9 H 0.461 -2.473 1.462  O2 0.964
10 H 0.197 0.038 2.041  C3 1.089
11 H -1.832 1.118 2.826  C4 1.091
12 H -2.776 0.214 1.666  C4 1.091
13 H -2.668 2.627 1.052  C5 1.083
14 H -1.755 1.696 -0.185  C5 1.085
15 H -0.884 2.574 1.087  C5 1.088
16 H 1.632 0.561 -1.495  N6 1.013
17 H 0.871 1.014 -0.082  N6 1.012
18 H 0.654 -0.534 -0.709  N6 1.002
19 H 3.235 0.560 -4.435  O21 0.962
20 H 4.139 -0.228 -3.514  O21 0.956
21 O 3.305 0.238 -3.531  H19 0.962, H20 0.956

The maximum force comes out at 2.8 eV/A. The charge is +1. The calculation puts the LUMO energy at -7.10 eV. Its total energy is -9950.6503 eV. The energy relative to the best compared isomer or geometry (same formula, charge and spin) is 4.111 eV. Its highest occupied orbital energy is -13.45 eV.

***

3.
Formula: C3H3ClNO
Source: the OMol25 dataset
Level of theory: the ωB97M-V functional and the def2-TZVPD basis

Bonds (Å) are listed after each position.
Element x y z (Å)
1 C 0.703 -0.477 -0.791  C2 1.292, C3 1.850, H7 1.025
2 C -0.372 0.174 -1.089  C1 1.292, N4 1.420, H8 1.103
3 C 0.180 -0.426 0.983  C1 1.850, N4 1.526, Cl6 1.640, H9 1.088
4 N -0.749 0.525 0.234  C2 1.420, C3 1.526, O5 1.175
5 O -1.301 1.487 0.622  N4 1.175
6 Cl 1.177 0.046 2.197  C3 1.640
7 H 1.664 -0.413 -1.141  C1 1.025
8 H -0.930 0.447 -2.000  C2 1.103
9 H -0.373 -1.363 0.984  C3 1.088

The SMILES is O=[N+]1C=C[C@H]1Cl. The maximum force comes out at 4.8 eV/A. The charge is +1. The calculation puts the LUMO energy at -6.97 eV. Its total energy is -19206.4512 eV. The energy relative to the best compared isomer or geometry (same formula, charge and spin) is 2.942 eV. Its highest occupied orbital energy is -16.21 eV.

***

4.
Formula: C3H6O2
Source: the OMol25 dataset
Level of theory: the ωB97M-V functional and the def2-TZVPD basis

Bonds (Å) are listed after each position.
Element x y z (Å)
1 C 1.137 0.509 -0.766  C3 1.503, O4 1.161, H6 1.262
2 C -0.559 -1.152 0.748  C3 1.787, H7 1.166, H8 1.029, H9 1.081
3 C -0.263 0.291 -0.265  C1 1.503, C2 1.787, O5 1.425, H10 1.089
4 O 1.568 1.550 -1.043  C1 1.161
5 O -0.724 1.479 0.374  C3 1.425, H11 0.991
6 H 1.758 -0.589 -0.723  C1 1.262
7 H -1.537 -1.639 0.343  C2 1.166
8 H -0.615 -0.994 1.764  C2 1.029
9 H 0.287 -1.756 0.453  C2 1.081
10 H -0.970 0.091 -1.069  C3 1.089
11 H -0.082 2.210 0.184  O5 0.991

The SMILES is C[C@@H](O)C=O. The maximum force comes out at 6.3 eV/A. The charge is 0. The calculation puts the LUMO energy at 0.74 eV. Its total energy is -7301.2419 eV. The energy relative to the best compared isomer or geometry (same formula, charge and spin) is 2.436 eV. Its highest occupied orbital energy is -10.12 eV.

***

5.
Formula: C25H44Cl12N2O3Si
Source: the OMol25 dataset
Level of theory: the ωB97M-V functional and the def2-TZVPD basis

Bonds (Å) are listed after each position.
Element x y z (Å)
1 C -6.489 -5.119 -2.176  O2 1.457, H28 1.157, H29 1.156, H30 1.145
2 O -6.097 -3.824 -2.716  C1 1.457, C3 1.474
3 C -5.761 -2.891 -1.626  O2 1.474, C4 1.602, H31 1.148, H32 1.156
4 C -4.356 -2.233 -2.026  C3 1.602, C5 1.606, H33 1.155, H34 1.154
5 C -3.862 -1.053 -1.055  C4 1.606, C6 1.630, H35 1.143, H36 1.153
6 C -2.263 -0.869 -1.311  C5 1.630, C7 1.612, H37 1.159, H38 1.145
7 C -1.452 -0.374 -0.009  C6 1.612, Si8 1.919, H39 1.142, H40 1.160
8 Si -0.974 1.485 -0.026  C7 1.919, O9 1.759, C10 1.913, C16 1.913
9 O -2.351 2.424 0.534  Si8 1.759, H41 0.985
10 C 0.420 1.756 1.256  Si8 1.913, C11 1.617, H42 1.151, H43 1.149
11 C -0.090 1.958 2.777  C10 1.617, C12 1.637, H44 1.141, H45 1.150
12 C 1.260 2.220 3.665  C11 1.637, C13 1.605, H46 1.149, H47 1.158
13 C 1.114 1.762 5.197  C12 1.605, C14 1.608, H48 1.158, H49 1.149
14 C 0.603 0.252 5.411  C13 1.608, N15 1.508, H50 1.149, H51 1.154
15 N 1.622 -0.462 6.264  C14 1.508, H52 1.027, H53 1.030
16 C -0.448 2.153 -1.739  Si8 1.913, C17 1.639, H54 1.143, H55 1.161
17 C 0.621 1.187 -2.519  C16 1.639, C18 1.601, H56 1.143, H57 1.152
18 C 2.076 1.701 -2.094  C17 1.601, N19 1.522, H58 1.147, H59 1.160
19 N 3.179 0.691 -2.375  C18 1.522, C20 1.518, H60 1.041
20 C 4.348 1.226 -1.566  N19 1.518, C21 1.594, H61 1.157, H62 1.158
21 C 5.709 0.442 -1.835  C20 1.594, C22 1.558, C26 1.567
22 C 5.923 -0.981 -1.238  C21 1.558, C23 1.583, H63 1.138
23 C 7.267 -1.797 -1.418  C22 1.583, C24 1.565, H64 1.143
24 C 8.454 -1.188 -2.236  C23 1.565, C25 1.561, H65 1.153
25 C 8.287 0.234 -2.860  C24 1.561, C26 1.598, H66 1.152
26 C 6.914 1.025 -2.651  C21 1.567, C25 1.598, O27 1.427
27 O 6.828 2.323 -3.236  C26 1.427, H67 0.982
28 H -7.598 -5.024 -1.859  C1 1.157
29 H -6.356 -5.874 -3.040  C1 1.156
30 H -5.825 -5.476 -1.313  C1 1.145
31 H -5.772 -3.410 -0.602  C3 1.148
32 H -6.635 -2.136 -1.610  C3 1.156
33 H -3.595 -3.099 -2.085  C4 1.155
34 H -4.497 -1.768 -3.073  C4 1.154
35 H -4.109 -1.231 0.047  C5 1.143
36 H -4.349 -0.070 -1.412  C5 1.153
37 H -1.867 -1.931 -1.556  C6 1.159
38 H -2.080 -0.245 -2.253  C6 1.145
39 H -0.533 -1.022 0.188  C7 1.142
40 H -2.169 -0.509 0.893  C7 1.160
41 H -3.170 1.929 0.302  O9 0.985
42 H 1.182 0.898 1.162  C10 1.151
43 H 0.966 2.724 0.966  C10 1.149
44 H -0.665 1.034 3.120  C11 1.141
45 H -0.725 2.916 2.795  C11 1.150
46 H 1.541 3.332 3.606  C12 1.149
47 H 2.093 1.652 3.096  C12 1.158
48 H 2.174 1.816 5.661  C13 1.158
49 H 0.482 2.559 5.732  C13 1.149
50 H 0.469 -0.284 4.403  C14 1.149
51 H -0.412 0.269 5.959  C14 1.154
52 H 1.189 -0.676 7.170  N15 1.027
53 H 1.888 -1.323 5.766  N15 1.030
54 H -1.366 2.403 -2.373  C16 1.143
55 H 0.131 3.145 -1.573  C16 1.161
56 H 0.430 0.076 -2.330  C17 1.143
57 H 0.436 1.374 -3.641  C17 1.152
58 H 2.377 2.715 -2.536  C18 1.147
59 H 2.104 1.843 -0.943  C18 1.160
60 H 3.434 0.852 -3.371  N19 1.041
61 H 4.123 1.149 -0.434  C20 1.157
62 H 4.456 2.350 -1.822  C20 1.158
63 H 5.101 -1.482 -0.630  C22 1.138
64 H 7.400 -2.825 -0.939  C23 1.143
65 H 9.444 -1.768 -2.343  C24 1.153
66 H 9.183 0.682 -3.429  C25 1.152
67 H 7.327 2.354 -4.082  O27 0.982
68 C -1.506 -2.158 7.548  Cl69 1.769, Cl70 1.769, Cl71 1.768, H72 1.089
69 Cl -0.890 -1.510 9.075  C68 1.769
70 Cl -2.040 -3.832 7.754  C68 1.769
71 Cl -2.825 -1.153 6.935  C68 1.768
72 H -0.698 -2.143 6.818  C68 1.089
73 C 6.646 -0.776 -6.066  Cl74 1.771, Cl75 1.772, Cl76 1.773, H77 1.089
74 Cl 6.562 -0.721 -4.298  C73 1.771
75 Cl 7.804 -2.007 -6.598  C73 1.772
76 Cl 5.046 -1.087 -6.762  C73 1.773
77 H 6.990 0.193 -6.423  C73 1.089
78 C -4.072 5.252 -0.695  Cl79 1.769, Cl80 1.770, Cl81 1.769, H82 1.089
79 Cl -2.922 5.789 -1.928  C78 1.769
80 Cl -5.322 6.477 -0.435  C78 1.770
81 Cl -4.801 3.708 -1.156  C78 1.769
82 H -3.531 5.109 0.239  C78 1.089
83 C -8.310 -2.173 1.261  Cl84 1.770, Cl85 1.770, Cl86 1.770, H87 1.088
84 Cl -7.589 -3.489 2.199  C83 1.770
85 Cl -7.101 -0.933 0.898  C83 1.770
86 Cl -9.031 -2.796 -0.231  C83 1.770
87 H -9.098 -1.719 1.858  C83 1.088

The SMILES is COCCCCC[Si@@](O)(CCCCCN)CCCNCc1ccccc1O.ClC(Cl)Cl.ClC(Cl)Cl.ClC(Cl)Cl.ClC(Cl)Cl. The maximum force comes out at 4.8 eV/A. The charge is 0. The calculation puts the LUMO energy at 0.19 eV. Its total energy is -193899.7562 eV. Its highest occupied orbital energy is -7.85 eV.

***

Number 1: Kohn-Sham gap 0.3358 Ha. Number 2: Kohn-Sham gap 0.2332 Ha. Number 3: Kohn-Sham gap 0.3395 Ha. Number 4: Kohn-Sham gap 0.3990 Ha. Number 5: Kohn-Sham gap 0.2953 Ha.